No. 1
C22H23N3O | ωB97M-V/def2-TZVPD

Each line ends with the natural charge from an NBO analysis.
Element x y z (Å)
N -4.93544 -1.80284 -2.85182  -0.295
C -4.28714 -1.41558 -1.99068  0.276
C -3.56274 -0.69944 -1.00188  -0.172
C -2.68639 0.31928 -1.38581  -0.133
C -1.90500 1.03623 -0.54606  -0.187
C -2.16125 0.76065 0.83125  -0.153
C -1.64695 1.31019 2.09190  0.190
C -0.78151 2.45147 2.38669  -0.438
C 0.65530 2.37906 1.68948  -0.391
C 1.80009 1.47266 2.35075  -0.197
C 1.47113 -0.08044 2.49030  -0.414
C 1.13093 -0.75998 1.18422  -0.226
N 2.05876 -0.27671 0.12283  -0.451
C 2.35429 -1.19640 -1.00328  -0.229
C 1.09201 -1.34369 -1.87711  -0.010
C 0.19664 -2.42756 -1.79702  -0.228
C -0.79425 -2.54361 -2.74760  -0.209
C -0.87246 -1.57388 -3.83598  -0.207
C -0.01420 -0.39750 -3.88415  -0.226
C 1.02001 -0.37289 -2.93281  -0.197
C 3.30413 0.34204 0.61356  -0.216
C 3.16971 1.49757 1.61092  -0.413
N -2.23805 0.69280 3.08239  -0.109
O -3.17964 -0.25594 2.59382  -0.290
C -3.03466 -0.21631 1.26491  0.284
C -3.78839 -0.99081 0.35008  -0.182
H -2.49813 0.48955 -2.42379  0.226
H -1.18392 1.87122 -0.70891  0.241
H -0.64313 2.43379 3.50302  0.236
H -1.22264 3.32955 2.12507  0.228
H 1.13190 3.42003 1.65547  0.210
H 0.59245 2.10931 0.67345  0.205
H 1.87336 1.83621 3.37779  0.204
H 2.31052 -0.70608 2.88727  0.206
H 0.60113 -0.25268 3.09281  0.220
H 1.28390 -1.79910 1.28807  0.176
H 0.12498 -0.45253 0.85190  0.200
H 3.19791 -0.82567 -1.45428  0.205
H 2.57615 -2.10478 -0.47280  0.167
H 0.39668 -3.34471 -1.21148  0.220
H -1.49216 -3.37784 -2.67378  0.221
H -1.51112 -1.81693 -4.63444  0.213
H 0.06883 0.28604 -4.67190  0.216
H 1.66108 0.52127 -2.87995  0.210
H 3.87991 0.75719 -0.21306  0.200
H 3.81242 -0.51106 1.07506  0.153
H 3.27911 2.35666 1.02648  0.199
H 3.96864 1.57501 2.33164  0.219
H -4.57281 -1.70280 0.64746  0.245

Results
Energy = -29701.5689 eV
2S+1 = 1
Relative energy (zero: lowest compared OMol25 entry of this formula, charge and spin) = 4.699 eV
SMILES = N#Cc1ccc2c(CCC3CCN(Cc4ccccc4)CC3)noc2c1
Total charge = 0
Largest force on an atom = 4.9 eV Å⁻¹

***

No. 2
C5H14NOP | ωB97M-V/def2-TZVPD

Each line ends with the natural charge from an NBO analysis.
Element x y z (Å)
C 3.18262 1.05000 -2.29453  -0.260
O 2.73051 0.48930 -1.07631  -0.813
P 1.18179 0.12518 -0.71770  1.243
C 0.28330 1.69647 -1.17780  -0.992
N 0.74010 -0.71908 -2.16876  -1.179
H 4.11710 0.54786 -2.55672  0.186
H 3.37455 2.11811 -2.15768  0.176
H 2.46052 0.90330 -3.09988  0.192
H -0.78085 1.58526 -0.96793  0.228
H 0.41931 1.91567 -2.23882  0.228
H 0.67867 2.51360 -0.57278  0.234
H 1.18675 -1.63294 -2.19189  0.380
H -0.26129 -0.86726 -2.20811  0.380
C -1.41876 -2.38731 2.46675  -0.404
C -2.32110 -1.42741 2.39883  -0.167
C -2.06914 -0.00379 2.77192  -0.645
H -0.41394 -2.19435 2.80794  0.190
H -1.63893 -3.40252 2.18255  0.195
H -3.32522 -1.64337 2.05121  0.189
H -2.78420 0.32418 3.52620  0.215
H -1.06047 0.12124 3.15775  0.213
H -2.19195 0.63813 1.90036  0.212

Results
Energy = -18238.0784 eV
2S+1 = 1
Relative energy (zero: lowest compared OMol25 entry of this formula, charge and spin) = 0.428 eV
SMILES = COP(C)N.C=CC
Total charge = 0
Largest force on an atom = 0.7 eV Å⁻¹

***

No. 3
C26H29IrN6 | ωB97M-V/def2-TZVPD

Each line ends with the natural charge from an NBO analysis.
Element x y z (Å)
Ir 0.83286 1.24896 -0.61732  1.175
N 0.76861 2.90931 3.39892  -0.488
C 0.73524 2.77338 2.09484  0.369
N 1.09144 1.66778 1.46062  -0.647
C 1.62127 0.59334 2.19918  0.420
N 2.17088 -0.42261 1.60237  -0.335
N 2.18752 -0.22753 0.24117  -0.337
C 3.16233 -0.63998 -0.47108  0.111
C 3.19902 -0.14060 -1.85304  0.128
C 4.16152 -0.54752 -2.75591  -0.176
C 4.21155 0.05701 -4.00802  -0.095
C 3.30457 1.05806 -4.30705  -0.206
C 2.36884 1.42418 -3.35198  0.077
N 2.30356 0.83778 -2.15255  -0.521
C 1.59282 0.67536 3.64926  -0.171
C 2.03087 -0.37127 4.46846  -0.129
C 2.02567 -0.21646 5.83772  -0.175
C 1.59928 0.98404 6.41429  -0.118
C 1.17456 2.03482 5.62519  -0.239
C 1.17535 1.86588 4.24714  0.227
H 0.50274 3.79782 3.80522  0.453
H 0.39321 3.62294 1.51707  0.231
H 3.96727 -1.24086 -0.05771  0.244
H 4.87015 -1.31613 -2.47856  0.259
H 4.96024 -0.24232 -4.72923  0.266
H 3.31972 1.56606 -5.26081  0.268
H 1.65989 2.21787 -3.54692  0.221
H 2.38306 -1.28570 4.01301  0.247
H 2.36579 -1.02203 6.47323  0.254
H 1.60829 1.09745 7.48975  0.257
H 0.85611 2.96971 6.06833  0.247
C -4.54855 -3.30265 -1.40717  -0.680
C -3.23095 -2.81132 -0.95679  0.172
C -2.33862 -3.59834 -0.24488  -0.187
C -1.10751 -3.09140 0.14837  0.177
C -0.12082 -3.91598 0.88117  -0.684
C -0.76200 -1.73639 -0.18589  -0.036
C -1.63497 -0.87314 -0.89592  0.151
C -2.88472 -1.44320 -1.27302  -0.028
N -1.22737 0.38351 -1.13832  -0.382
C -2.07583 1.41224 -1.81638  0.066
C -2.30899 1.03271 -3.28346  -0.621
C -1.26673 2.70813 -1.77896  -0.632
C -3.37244 1.66635 -1.03435  -0.624
H -4.70166 -4.35551 -1.18960  0.269
H -4.67439 -3.12469 -2.48015  0.280
H -5.33827 -2.71784 -0.91828  0.287
H -2.60499 -4.61811 0.00284  0.258
H -0.60831 -4.66275 1.50645  0.275
H 0.56452 -3.31157 1.47366  0.253
H 0.47843 -4.46956 0.14519  0.291
H 0.19917 -1.35841 0.13106  0.234
H -3.61963 -0.87454 -1.81699  0.241
H -1.36009 0.92721 -3.81147  0.225
H -2.87171 1.83395 -3.76200  0.260
H -2.87199 0.11364 -3.42258  0.215
H -0.29771 2.59941 -2.29044  0.204
H -1.13189 3.07277 -0.75548  0.219
H -1.77581 3.50556 -2.32212  0.280
H -4.11792 0.88140 -1.12402  0.216
H -3.82952 2.57697 -1.42085  0.259
H -3.16290 1.82284 0.02478  0.225

Results
Energy = -39182.6782 eV
2S+1 = 6
Relative energy (zero: lowest compared OMol25 entry of this formula, charge and spin) = 0.000 eV
Total charge = +3
Largest force on an atom = 0.2 eV Å⁻¹

***

No. 4
C6H7NO | ωB97M-V/def2-TZVPD

Each line ends with the natural charge from an NBO analysis.
Element x y z (Å)
C -1.39862 0.02032 -0.02750  0.195
C -0.59553 1.08848 -0.22025  -0.358
C 0.60889 0.66454 -0.33757  0.098
C 1.95326 0.88412 0.22631  -0.378
C 2.21328 -0.74284 0.11093  -0.164
C -0.75306 -1.17015 -0.12925  -0.122
H -2.94370 0.97545 -0.25484  0.463
H -1.05111 2.09352 -0.10355  0.218
H 1.89540 1.21732 1.38850  0.224
H 3.25038 1.42283 -0.20144  0.181
H 2.45331 -1.02878 1.07213  0.187
H 2.98753 -1.23217 -0.63184  0.215
H -1.28119 -2.15830 0.30496  0.238
N 0.64529 -0.77432 -0.24340  -0.355
O -2.74962 -0.04206 0.29923  -0.641

Results
Energy = -9866.2960 eV
2S+1 = 1
Relative energy (zero: lowest compared OMol25 entry of this formula, charge and spin) = 6.362 eV
Total charge = 0
Largest force on an atom = 7.2 eV Å⁻¹